No. 1
{"formula": "C23H43MnN5", "method": "ωB97M-V/def2-TZVPD", "elements": ["Mn", "C", "C", "C", "C", "C", "C", "C", "C", "C", "C", "C", "C", "H", "H", "H", "H", "H", "H", "H", "H", "H", "H", "H", "H", "H", "H", "H", "H", "H", "H", "C", "C", "C", "C", "N", "N", "H", "H", "H", "H", "H", "H", "H", "H", "H", "H", "H", "H", "C", "C", "N", "C", "N", "C", "C", "C", "N", "C", "H", "H", "H", "H", "H", "H", "H", "H", "H", "H", "H", "H", "H"], "xyz": [[0.269, -0.196, 0.119], [1.145, -1.894, 3.566], [1.215, -1.861, 2.056], [2.287, -1.171, 1.454], [3.220, -0.347, 2.306], [2.563, -1.348, 0.081], [3.899, -0.914, -0.476], [1.654, -2.065, -0.724], [1.916, -2.230, -2.198], [0.517, -2.664, -0.141], [-0.376, -3.528, -1.004], [0.300, -2.569, 1.254], [-0.901, -3.260, 1.857], [0.852, -0.937, 4.008], [2.132, -2.127, 3.966], [0.463, -2.653, 3.933], [4.047, -0.957, 2.681], [2.712, 0.068, 3.174], [3.654, 0.477, 1.744], [3.877, 0.059, -0.970], [4.251, -1.643, -1.204], [4.645, -0.859, 0.312], [2.412, -3.186, -2.394], [2.557, -1.440, -2.585], [0.990, -2.218, -2.771], [-1.098, -2.942, -1.580], [-0.935, -4.245, -0.412], [0.221, -4.091, -1.719], [-0.721, -4.332, 1.960], [-1.784, -3.143, 1.229], [-1.149, -2.876, 2.843], [-3.306, 2.846, 3.314], [-2.411, 1.613, 3.383], [-1.258, 1.863, 4.360], [-3.227, 0.399, 3.814], [-1.940, 1.412, 1.990], [-1.066, 0.297, 1.808], [-3.794, 3.005, 4.275], [-4.075, 2.720, 2.551], [-2.726, 3.744, 3.082], [-1.643, 2.007, 5.370], [-0.701, 2.760, 4.082], [-0.559, 1.020, 4.417], [-3.636, 0.570, 4.809], [-2.624, -0.515, 3.879], [-4.058, 0.229, 3.127], [-1.472, 2.242, 1.647], [-1.647, -0.537, 1.878], [-0.403, 0.207, 2.583], [-1.917, 1.334, -5.110], [-2.159, 0.044, -4.357], [-1.335, 0.030, -3.139], [-0.311, 0.867, -2.865], [0.208, 0.835, -1.637], [1.393, 1.683, -1.405], [1.272, 3.011, -2.122], [1.168, 2.695, -3.598], [0.139, 1.672, -3.835], [-0.422, 1.567, -5.191], [-2.385, 2.170, -4.587], [-2.348, 1.273, -6.107], [-1.904, -0.814, -4.979], [-3.204, -0.048, -4.069], [-1.671, -0.496, -2.353], [2.298, 1.174, -1.746], [1.500, 1.856, -0.326], [2.131, 3.652, -1.931], [0.370, 3.527, -1.785], [2.128, 2.348, -3.986], [0.888, 3.583, -4.161], [0.066, 0.752, -5.731], [-0.195, 2.493, -5.714]], "forces_ev_per_angstrom": [[-0.4, 0.0, -0.1], [0.0, 0.0, -0.1], [-0.1, 0.0, 0.1], [0.2, 0.0, 0.1], [0.0, 0.0, 0.0], [0.1, 0.0, 0.0], [-0.1, 0.0, 0.0], [0.1, -0.1, -0.1], [0.0, 0.1, 0.0], [0.0, -0.1, -0.1], [0.0, 0.1, 0.0], [-0.1, -0.1, 0.0], [0.0, 0.1, 0.0], [0.0, 0.0, 0.0], [0.0, 0.0, 0.0], [0.0, 0.0, 0.0], [0.0, 0.0, 0.0], [0.0, 0.0, 0.0], [0.0, 0.0, 0.0], [0.0, 0.0, 0.0], [0.0, 0.0, 0.0], [0.0, 0.0, 0.0], [0.0, 0.0, 0.0], [0.0, 0.0, 0.0], [0.0, 0.0, 0.0], [0.0, 0.0, 0.0], [0.0, 0.0, 0.0], [0.0, 0.0, 0.0], [0.0, 0.0, 0.0], [0.0, 0.0, 0.0], [0.0, 0.0, 0.0], [0.0, 0.0, 0.0], [0.0, 0.1, 0.1], [0.0, 0.0, -0.1], [0.0, -0.1, -0.1], [-0.1, -0.1, -0.3], [0.4, -0.2, 0.0], [0.0, 0.0, 0.0], [0.0, 0.0, 0.0], [0.0, 0.0, 0.0], [0.0, 0.0, 0.0], [0.0, 0.0, 0.0], [0.0, 0.0, 0.0], [0.0, 0.0, 0.0], [0.0, 0.1, 0.0], [0.0, 0.0, 0.0], [0.1, 0.0, 0.0], [-0.1, 0.0, 0.0], [-0.1, 0.1, 0.2], [0.0, 0.0, 0.1], [0.0, 0.0, 0.1], [0.0, 0.0, 0.0], [-0.1, 0.0, 0.0], [0.3, 0.1, 0.3], [-0.1, 0.1, -0.3], [-0.1, -0.1, 0.0], [-0.1, 0.0, 0.0], [0.0, 0.1, 0.0], [0.0, 0.0, 0.0], [0.0, 0.0, 0.0], [0.0, 0.0, 0.0], [0.0, 0.0, 0.0], [0.0, 0.0, 0.0], [0.0, 0.0, 0.0], [0.1, 0.0, 0.0], [0.1, 0.0, 0.2], [0.0, 0.0, 0.0], [0.0, 0.0, 0.0], [0.0, 0.0, 0.0], [0.0, 0.0, 0.0], [0.0, 0.0, 0.0], [0.0, 0.0, 0.0]], "lowdin_charge": [1.01, -0.01, -0.21, -0.21, -0.02, -0.21, 0.00, -0.23, -0.02, -0.22, -0.01, -0.21, -0.02, 0.08, 0.11, 0.08, 0.12, 0.08, 0.09, 0.08, 0.10, 0.09, 0.12, 0.08, 0.08, 0.09, 0.08, 0.10, 0.12, 0.09, 0.07, -0.03, -0.63, -0.03, -0.04, -0.04, -0.03, 0.10, 0.09, 0.09, 0.10, 0.09, 0.06, 0.10, 0.07, 0.10, 0.12, 0.09, 0.07, -0.14, -0.15, 0.09, -0.36, -0.06, -0.24, -0.14, -0.12, -0.01, -0.11, 0.13, 0.13, 0.13, 0.13, 0.12, 0.10, 0.11, 0.13, 0.13, 0.14, 0.13, 0.14, 0.13], "e_tot_ev": -63307.8888, "multiplicity": 6, "largest_force_ha_per_bohr": 0.009, "total_charge": 2, "e_homo_ev": [-14.68, -14.90], "gap_ev": [9.5, 8.4]}

No. 2
{"formula": "C57H70AsGeN2O4PSSi2TcTe", "method": "ωB97M-V/def2-TZVPD", "elements": ["Tc", "C", "Si", "C", "C", "N", "C", "C", "C", "C", "C", "C", "N", "Si", "C", "C", "C", "H", "H", "H", "H", "H", "H", "H", "H", "H", "H", "H", "H", "H", "H", "H", "H", "H", "H", "H", "H", "H", "H", "C", "C", "O", "P", "O", "Te", "O", "C", "C", "H", "H", "H", "H", "H", "H", "H", "H", "H", "H", "O", "S", "C", "C", "C", "C", "H", "H", "H", "H", "H", "H", "H", "H", "C", "C", "C", "C", "C", "C", "As", "C", "C", "C", "C", "C", "C", "C", "C", "C", "C", "C", "C", "H", "H", "H", "H", "H", "H", "H", "H", "H", "H", "H", "H", "H", "H", "H", "C", "Ge", "C", "C", "C", "C", "C", "C", "C", "C", "C", "C", "C", "C", "C", "C", "C", "C", "C", "C", "H", "H", "H", "H", "H", "H", "H", "H", "H", "H", "H", "H", "H", "H", "H"], "xyz": [[-0.789, 0.407, -0.167], [0.897, 3.937, 0.193], [-0.421, 3.493, 1.489], [0.402, 3.908, 3.168], [-1.961, 4.582, 1.142], [-0.810, 1.780, 1.473], [-1.705, 1.352, 2.370], [-2.323, 2.115, 3.387], [-3.045, 1.508, 4.377], [-3.219, 0.116, 4.398], [-2.676, -0.657, 3.407], [-1.946, -0.061, 2.366], [-1.378, -0.695, 1.330], [-0.814, -2.380, 1.483], [-0.232, -2.892, 3.224], [0.721, -2.211, 0.342], [-2.234, -3.517, 0.931], [1.366, 4.875, 0.473], [0.447, 4.061, -0.781], [1.667, 3.177, 0.128], [1.059, 4.763, 3.057], [1.009, 3.082, 3.533], [-0.312, 4.155, 3.945], [-1.900, 5.002, 0.143], [-2.065, 5.409, 1.838], [-2.872, 3.993, 1.184], [-2.212, 3.185, 3.379], [-3.489, 2.109, 5.156], [-3.802, -0.333, 5.187], [-2.839, -1.722, 3.381], [0.163, -2.048, 3.783], [0.543, -3.649, 3.163], [-1.038, -3.319, 3.811], [1.660, -2.240, 0.890], [0.669, -1.237, -0.189], [0.746, -2.992, -0.411], [-2.964, -3.637, 1.728], [-1.872, -4.505, 0.667], [-2.748, -3.096, 0.071], [-5.805, 4.059, -2.507], [-4.468, 3.810, -1.832], [-3.782, 2.756, -2.523], [-2.302, 2.335, -2.067], [-2.290, 1.902, -0.639], [-1.812, 0.503, -3.521], [-1.459, 3.695, -2.239], [-1.193, 4.151, -3.557], [0.154, 4.851, -3.607], [-6.254, 4.962, -2.104], [-6.478, 3.224, -2.335], [-5.677, 4.181, -3.578], [-4.610, 3.512, -0.790], [-3.844, 4.710, -1.854], [-1.991, 4.834, -3.863], [-1.199, 3.290, -4.243], [0.125, 5.771, -3.030], [0.406, 5.079, -4.639], [0.922, 4.204, -3.189], [0.357, 1.644, -1.788], [1.764, 2.072, -2.091], [2.174, 1.179, -3.644], [3.605, 0.726, -3.455], [3.642, 0.067, -2.077], [2.909, 0.997, -1.118], [2.031, 1.843, -4.492], [1.480, 0.342, -3.712], [4.273, 1.591, -3.472], [3.912, 0.037, -4.240], [4.664, -0.106, -1.740], [3.141, -0.901, -2.121], [3.593, 1.685, -0.623], [2.314, 0.477, -0.363], [1.021, -0.629, 6.963], [2.213, -1.173, 6.512], [2.639, -0.946, 5.214], [1.877, -0.179, 4.343], [0.674, 0.347, 4.803], [0.251, 0.136, 6.104], [2.421, 0.335, 2.532], [3.915, -0.913, 2.217], [3.794, -2.278, 2.454], [4.850, -3.137, 2.204], [6.039, -2.648, 1.690], [6.161, -1.296, 1.419], [5.106, -0.441, 1.675], [3.588, 1.809, 3.123], [4.379, 1.716, 4.259], [5.194, 2.767, 4.638], [5.238, 3.928, 3.882], [4.463, 4.029, 2.739], [3.649, 2.974, 2.368], [0.698, -0.798, 7.980], [2.812, -1.781, 7.175], [3.576, -1.376, 4.878], [0.059, 0.929, 4.128], [-0.682, 0.563, 6.441], [2.868, -2.668, 2.865], [4.749, -4.190, 2.420], [6.870, -3.313, 1.514], [7.086, -0.905, 1.021], [5.216, 0.619, 1.473], [4.362, 0.819, 4.865], [5.797, 2.678, 5.530], [5.870, 4.748, 4.186], [4.488, 4.929, 2.141], [3.026, 3.059, 1.490], [-1.211, -0.598, -1.822], [-1.660, -2.427, -2.586], [-3.637, -2.483, -2.409], [-4.273, -1.477, -1.691], [-5.654, -1.426, -1.619], [-6.418, -2.386, -2.260], [-5.795, -3.407, -2.957], [-4.413, -3.454, -3.032], [-0.846, -4.207, -2.143], [0.492, -4.470, -2.408], [0.995, -5.754, -2.294], [0.164, -6.796, -1.920], [-1.173, -6.545, -1.664], [-1.674, -5.261, -1.783], [-1.203, -2.277, -4.527], [0.105, -2.006, -4.916], [0.460, -1.947, -6.252], [-0.499, -2.163, -7.227], [-1.803, -2.441, -6.858], [-2.152, -2.487, -5.520], [-3.675, -0.736, -1.168], [-6.135, -0.636, -1.061], [-7.495, -2.339, -2.220], [-6.390, -4.165, -3.444], [-3.933, -4.253, -3.583], [1.145, -3.665, -2.719], [2.034, -5.944, -2.513], [0.552, -7.800, -1.845], [-1.831, -7.351, -1.381], [-2.722, -5.070, -1.603], [0.860, -1.859, -4.153], [1.483, -1.738, -6.534], [-0.226, -2.121, -8.271], [-2.549, -2.623, -7.616], [-3.175, -2.697, -5.243]], "forces_ev_per_angstrom": [[0.4, -1.5, -1.1], [-0.7, -0.3, 0.4], [0.6, 1.2, 0.2], [-0.5, -0.2, -0.5], [0.5, -0.5, 0.1], [0.1, -0.1, -0.5], [-0.1, -0.6, 0.2], [-0.2, 0.2, 0.2], [0.2, 0.3, -0.2], [0.1, -0.5, -0.2], [-0.1, 0.0, 0.3], [-0.2, 0.8, 0.3], [-0.3, 0.4, -0.4], [0.4, -0.8, 0.0], [-0.4, 0.4, -0.6], [-0.8, 0.0, 0.4], [0.7, 0.5, 0.1], [0.1, 0.2, 0.1], [-0.1, 0.0, -0.2], [0.1, -0.1, 0.1], [0.2, 0.2, -0.1], [0.1, -0.1, 0.0], [-0.2, 0.0, 0.2], [0.1, 0.1, -0.2], [0.1, 0.1, 0.2], [-0.1, -0.1, 0.0], [-0.1, 0.2, 0.1], [-0.1, 0.1, 0.1], [-0.1, -0.1, 0.0], [-0.1, -0.2, 0.1], [0.1, 0.1, 0.1], [0.2, -0.1, -0.2], [-0.2, -0.1, 0.1], [0.0, 0.1, 0.1], [0.3, -0.1, -0.2], [0.0, 0.0, -0.2], [-0.1, 0.1, 0.2], [0.1, -0.1, 0.0], [-0.1, 0.0, -0.1], [0.3, -0.2, 0.1], [-0.3, 0.6, 0.2], [0.7, -0.5, -0.1], [-1.2, 1.4, -0.6], [0.4, -0.7, 0.4], [0.0, 0.0, -0.5], [-0.3, -0.7, 0.6], [0.2, 0.3, -0.8], [-0.4, -0.2, 0.2], [-0.1, 0.1, 0.1], [-0.1, -0.1, 0.0], [0.0, 0.1, -0.1], [0.1, 0.0, 0.0], [-0.1, -0.1, 0.0], [0.0, -0.1, 0.0], [0.0, 0.2, 0.0], [0.1, 0.1, 0.0], [0.0, 0.1, -0.1], [0.1, 0.1, 0.0], [-0.5, 0.1, 1.0], [0.8, -1.0, -0.6], [0.1, 0.3, 0.2], [0.1, -0.1, 0.2], [0.1, 0.0, -0.1], [0.0, 0.3, -0.1], [-0.1, 0.1, 0.0], [-0.1, 0.0, 0.1], [0.1, 0.0, -0.1], [0.0, 0.1, -0.1], [0.0, 0.0, 0.0], [0.0, 0.0, 0.0], [0.0, 0.0, 0.1], [0.0, 0.2, 0.0], [0.0, 0.0, 0.0], [0.0, -0.1, 0.1], [0.2, -0.2, -0.1], [-0.1, 0.0, -0.1], [0.0, 0.1, -0.3], [-0.1, 0.0, 0.1], [0.5, 0.1, 0.4], [-0.2, 0.0, 0.0], [-0.3, 0.1, 0.1], [0.0, -0.2, 0.0], [0.0, 0.0, 0.0], [0.1, -0.1, -0.1], [-0.1, 0.3, 0.0], [-0.1, 0.1, -0.2], [0.0, -0.2, 0.1], [0.1, 0.0, 0.1], [0.0, 0.1, 0.0], [0.1, 0.1, 0.0], [-0.3, -0.2, -0.1], [0.0, 0.0, 0.1], [0.1, 0.0, 0.0], [0.0, 0.0, 0.1], [0.0, 0.1, 0.0], [-0.1, 0.0, 0.0], [0.0, -0.1, 0.0], [0.0, -0.1, 0.0], [0.1, -0.1, 0.0], [0.1, 0.0, 0.0], [0.1, 0.0, 0.0], [0.0, 0.1, 0.0], [0.0, 0.0, 0.1], [0.1, 0.1, 0.0], [0.0, 0.0, 0.0], [0.0, 0.1, 0.0], [0.0, 0.2, 1.1], [-0.2, -0.6, -0.2], [0.7, 0.1, 0.1], [0.1, 0.1, 0.2], [-0.1, 0.1, 0.1], [0.0, 0.0, 0.0], [-0.1, -0.1, 0.0], [0.2, -0.1, -0.1], [-0.3, 0.9, -0.1], [0.0, 0.1, -0.1], [0.2, 0.0, 0.0], [-0.1, 0.0, 0.0], [0.0, -0.2, 0.0], [-0.2, 0.2, 0.0], [-0.1, 0.0, 0.5], [0.1, -0.1, 0.1], [0.1, 0.1, 0.0], [0.0, 0.0, 0.0], [-0.1, 0.0, -0.2], [-0.1, -0.1, 0.1], [-0.1, 0.0, 0.0], [0.0, 0.1, 0.1], [-0.1, 0.0, 0.0], [0.0, -0.1, -0.1], [0.0, -0.1, -0.1], [0.1, 0.0, 0.0], [0.1, 0.0, 0.0], [0.1, -0.1, 0.0], [-0.1, -0.1, 0.0], [-0.1, -0.1, 0.1], [0.1, 0.1, 0.0], [0.1, 0.0, 0.0], [0.0, 0.0, -0.1], [-0.1, 0.0, -0.1], [-0.1, 0.0, 0.0]], "lowdin_charge": [1.24, -0.17, 0.50, -0.15, -0.15, -0.15, -0.35, -0.05, -0.07, -0.07, -0.03, -0.31, -0.17, 0.54, -0.14, -0.14, -0.13, 0.05, -0.01, -0.03, 0.03, 0.01, 0.03, 0.02, 0.03, 0.02, 0.08, 0.11, 0.11, 0.10, 0.01, 0.03, 0.03, 0.01, -0.03, 0.01, 0.04, 0.02, 0.00, -0.06, -0.27, -0.28, 0.30, -0.40, 1.27, -0.28, -0.29, -0.05, 0.08, 0.08, 0.08, 0.12, 0.12, 0.13, 0.08, 0.09, 0.09, 0.02, -0.75, 0.98, -0.29, -0.23, -0.21, -0.30, 0.10, 0.06, 0.12, 0.12, 0.12, 0.11, 0.08, 0.03, -0.07, -0.07, -0.13, -0.41, -0.13, -0.07, 1.36, -0.39, -0.14, -0.08, -0.08, -0.08, -0.12, -0.40, -0.09, -0.07, -0.08, -0.08, -0.14, 0.11, 0.11, 0.10, 0.07, 0.10, 0.09, 0.11, 0.10, 0.11, 0.10, 0.09, 0.11, 0.11, 0.11, 0.05, -0.72, 0.88, -0.30, -0.14, -0.07, -0.08, -0.07, -0.13, -0.28, -0.13, -0.07, -0.07, -0.07, -0.13, -0.39, -0.17, -0.08, -0.07, -0.07, -0.11, 0.07, 0.11, 0.11, 0.11, 0.10, 0.09, 0.11, 0.11, 0.11, 0.09, 0.08, 0.11, 0.11, 0.11, 0.09], "e_tot_ev": -234138.0346, "multiplicity": 1, "largest_force_ha_per_bohr": 0.038, "total_charge": 1, "e_homo_ev": [-9.47, -9.47], "gap_ev": [6.1, 6.1]}

No. 3
{"formula": "C6H13N", "method": "ωB97M-V/def2-TZVPD", "elements": ["C", "C", "C", "N", "C", "C", "C", "H", "H", "H", "H", "H", "H", "H", "H", "H", "H", "H", "H", "H"], "xyz": [[2.887, -0.216, 0.091], [1.361, -0.175, 0.104], [0.792, 0.199, -1.263], [-0.655, 0.104, -1.255], [-1.323, 1.134, -1.556], [-2.212, -0.052, 1.900], [-2.423, -1.168, 1.212], [3.308, 0.760, -0.180], [3.253, -0.949, -0.636], [3.285, -0.492, 1.073], [0.952, -1.149, 0.400], [1.007, 0.548, 0.850], [1.163, -0.514, -2.010], [1.142, 1.204, -1.560], [-2.413, 1.088, -1.534], [-0.863, 2.091, -1.845], [-1.499, 0.694, 1.553], [-2.734, 0.165, 2.829], [-3.134, -1.920, 1.549], [-1.892, -1.354, 0.280]], "forces_ev_per_angstrom": [[0.1, 0.0, 0.0], [0.0, 0.0, 0.0], [0.2, 0.0, 0.0], [-0.2, 0.4, -0.1], [0.1, -0.2, 0.1], [0.0, -0.1, -0.1], [0.0, 0.1, 0.1], [-0.1, -0.1, 0.0], [-0.1, 0.1, 0.1], [-0.1, 0.0, -0.1], [0.1, 0.1, -0.1], [0.1, -0.1, -0.1], [0.0, 0.1, 0.1], [-0.1, -0.1, 0.0], [0.1, 0.0, 0.0], [0.0, -0.1, 0.1], [-0.1, -0.1, 0.0], [0.1, -0.1, -0.1], [0.1, 0.1, 0.0], [-0.1, 0.0, 0.2]], "lowdin_charge": [-0.12, -0.27, -0.27, -0.04, -0.05, -0.09, -0.08, 0.07, 0.07, 0.07, 0.11, 0.10, 0.12, 0.11, 0.07, 0.08, 0.03, 0.04, 0.04, 0.02], "e_above_lowest_ev": 1.511, "e_tot_ev": -7921.3217, "multiplicity": 1, "largest_force_ha_per_bohr": 0.009, "e_homo_ev": -9.80, "smiles": "C=NCCC.C=C", "gap_ev": 11.0}

No. 4
{"formula": "H14O7", "method": "ωB97M-V/def2-TZVPD", "elements": ["O", "H", "H", "O", "H", "H", "O", "H", "H", "O", "H", "H", "O", "H", "H", "O", "H", "H", "O", "H", "H"], "xyz": [[1.535, 0.673, 3.314], [1.450, 1.440, 2.748], [1.899, -0.006, 2.746], [-0.482, 0.483, -0.046], [-0.085, -0.021, -0.756], [0.261, 0.869, 0.419], [-0.302, -2.369, -1.808], [-0.333, -3.113, -2.408], [0.538, -2.458, -1.358], [-3.166, -1.598, -1.902], [-3.323, -0.774, -1.441], [-2.275, -1.846, -1.654], [1.875, 2.092, 0.782], [1.796, 2.846, 1.366], [2.754, 2.169, 0.409], [-0.051, -2.033, 2.065], [0.184, -1.603, 1.242], [0.598, -2.729, 2.165], [-0.957, 3.040, -2.048], [-0.804, 2.303, -2.639], [-1.115, 2.636, -1.195]], "forces_ev_per_angstrom": [[-0.3, -0.2, 0.6], [0.0, 0.2, -0.3], [0.2, -0.4, -0.2], [-0.5, -0.3, -0.1], [0.1, -0.2, -0.4], [0.5, 0.5, 0.2], [-0.3, 0.4, 0.2], [0.0, -0.3, -0.3], [0.2, -0.1, 0.1], [-0.6, -0.2, -0.4], [-0.3, 0.7, 0.4], [1.2, -0.5, 0.2], [-0.3, -0.3, 0.2], [0.0, 0.6, 0.0], [0.3, 0.0, -0.2], [-0.1, 0.2, 0.2], [-0.2, 0.4, -0.4], [0.2, -0.5, 0.2], [0.1, 0.4, -0.1], [0.0, -0.3, -0.4], [-0.1, -0.2, 0.5]], "lowdin_charge": [0.09, 0.02, 0.05, 0.00, 0.03, 0.00, -0.03, 0.07, 0.05, 0.19, 0.09, 0.03, -0.03, 0.07, 0.07, 0.05, 0.01, 0.06, 0.07, 0.06, 0.03], "e_above_lowest_ev": 1.832, "e_tot_ev": -14548.1762, "multiplicity": 2, "largest_force_ha_per_bohr": 0.024, "total_charge": 1, "e_homo_ev": [-16.12, -13.95], "gap_ev": [12.6, 2.4]}